Record 1
A cluster of 3 separate species, C4H15N2O2 in total at a distorted geometry. Source: OMol25; level of theory: ωB97M-V/def2-TZVPD.

Its charge is +1. The calculation puts the total energy at -11452.70085 eV. The LUMO energy is -8.94 eV. Its HOMO energy is -13.775 eV. As for the relative energy (zero: lowest compared OMol25 entry of this formula, charge and spin): 8.557 eV. The value obtained for the frontier orbital gap is 4.84 eV.

Each line ends with the Mulliken charge.
Cartesian coordinates (Å):
C: 2.114 0.493 0.506  -0.731
O: 3.118 0.501 -0.519  -0.530
C: 0.686 0.161 0.051  0.649
C: -0.026 -0.484 1.201  -0.960
C: -1.530 -0.295 1.339  -0.583
N: -2.042 -1.599 1.009  -0.189
N: 0.814 -0.733 -1.142  -0.579
H: 2.474 -0.197 1.264  0.360
H: 2.213 1.498 0.920  0.378
H: 2.874 -0.109 -1.225  0.332
H: 0.143 1.022 -0.312  0.398
H: 0.266 -1.498 1.568  0.432
H: 0.341 -0.008 2.127  0.445
H: -1.800 0.011 2.353  0.463
H: -1.891 0.515 0.701  0.214
H: -1.469 -1.115 -1.290  0.217
H: -2.885 -1.902 1.494  0.270
H: -1.891 -1.876 0.018  0.046
H: -0.145 -1.168 -1.285  -0.086
H: 0.721 -0.046 -1.902  0.450
H: -2.463 1.102 -2.316  0.294
H: -2.526 2.630 -2.139  0.309
O: -2.267 1.823 -1.699  -0.600


Record 2
A cluster of 3 separate species, C4H15N2O3 in total at a distorted geometry. Source: OMol25; level of theory: ωB97M-V/def2-TZVPD.

Its charge is +1. The calculation puts the total energy at -13508.23370 eV. The LUMO energy is -2.86 eV. Its HOMO energy is -14.456 eV. As for the relative energy (zero: lowest compared OMol25 entry of this formula, charge and spin): 1.579 eV. The value obtained for the frontier orbital gap is 11.59 eV.

Each line ends with the Mulliken charge.
Cartesian coordinates (Å):
O: 0.548 -0.225 1.529  -0.507
C: 1.038 -0.948 0.688  0.419
N: 2.111 -1.712 1.006  -0.402
C: 0.704 -0.952 -0.816  -0.537
N: -0.461 -0.082 -1.121  0.036
C: -0.037 1.309 -1.595  -0.446
C: 0.647 1.233 -2.929  -1.129
H: 2.476 -2.554 0.590  0.212
H: 2.428 -1.595 1.959  0.274
H: 1.661 -0.634 -1.234  0.216
H: 0.412 -1.987 -0.992  0.451
H: -1.134 0.080 -0.309  0.131
H: -1.010 -0.582 -1.819  0.431
H: 0.521 1.752 -0.755  0.358
H: -0.945 1.925 -1.621  0.438
H: 0.885 2.243 -3.267  0.400
H: -0.012 0.700 -3.614  0.319
H: 1.652 0.799 -2.858  0.353
H: -1.424 1.621 2.901  0.338
H: -0.630 1.560 1.661  0.305
O: -1.536 1.695 1.960  -0.643
H: -1.912 -1.251 1.607  0.316
H: -2.492 0.223 1.245  0.375
O: -2.225 -0.656 0.914  -0.709


Record 3
A cluster of 2 separate species, C4H15N2P4 in total at a distorted geometry. Source: OMol25; level of theory: ωB97M-V/def2-TZVPD.

Its charge is +1. The calculation puts the total energy at -44515.12333 eV. The LUMO energy is -6.59 eV. Its HOMO energy is -10.995 eV. As for the relative energy (zero: lowest compared OMol25 entry of this formula, charge and spin): 1.822 eV. The value obtained for the frontier orbital gap is 4.41 eV.

Each line ends with the Mulliken charge.
Cartesian coordinates (Å):
C: 0.315 -0.051 -0.090  -0.358
C: -0.758 1.774 1.300  -1.014
C: -3.430 0.139 0.267  -1.043
C: -1.001 0.321 0.643  0.013
N: 1.209 -0.788 0.314  -0.139
N: -2.149 0.384 -0.240  -0.318
P: 2.395 -0.790 -2.598  -0.095
P: 4.267 -1.080 0.865  -0.120
P: 3.402 -2.633 -2.017  0.120
P: 3.457 -2.976 -0.003  0.298
H: 0.421 0.246 -1.143  0.134
H: -0.029 1.496 2.122  0.324
H: -0.446 2.532 0.541  0.316
H: -1.739 1.998 1.833  0.307
H: -4.112 0.584 -0.413  0.386
H: -3.719 -0.918 0.253  0.255
H: -3.556 0.671 1.127  0.398
H: -1.213 -0.290 1.567  0.295
H: 1.260 -1.075 1.362  0.236
H: -2.218 1.066 -0.969  0.254
H: 3.773 -0.481 -3.191  0.171
H: 1.836 -1.307 -3.954  0.188
H: 3.534 -1.363 2.098  0.093
H: 5.395 -1.647 1.543  0.153
H: 2.497 -3.595 -2.427  0.145


Record 4
A cluster of 2 separate species, C4H15N2S in total. Source: OMol25; level of theory: ωB97M-V/def2-TZVPD.

Its charge is +1. The calculation puts the total energy at -18200.29769 eV. The LUMO energy is -3.23 eV. Its HOMO energy is -12.459 eV. As for the relative energy (zero: lowest compared OMol25 entry of this formula, charge and spin): 0.739 eV. The value obtained for the frontier orbital gap is 9.23 eV.

Each line ends with the Mulliken charge.
Cartesian coordinates (Å):
C: 2.258 -2.128 1.467  -0.821
S: 1.000 -1.902 0.207  -0.019
C: -0.462 -1.618 1.243  -0.925
H: 1.944 -2.874 2.198  0.304
H: 2.527 -1.197 1.955  0.294
H: 3.135 -2.519 0.950  0.328
H: -1.345 -1.586 0.613  0.344
H: -0.602 -2.450 1.930  0.369
H: -0.377 -0.681 1.789  0.315
N: -0.483 0.301 -1.710  -0.131
C: -1.373 1.445 -1.296  -0.482
C: -0.571 2.441 -0.449  -0.547
N: -1.494 3.367 0.171  -0.557
H: 0.360 0.665 -2.165  0.385
H: -0.131 -0.214 -0.889  -0.112
H: -0.931 -0.350 -2.347  0.391
H: -1.720 1.922 -2.205  0.339
H: -2.185 1.047 -0.700  0.320
H: -0.034 1.892 0.329  0.420
H: 0.181 2.910 -1.085  0.320
H: -1.160 3.682 1.075  0.238
H: -1.652 4.191 -0.388  0.227


Record 5
A structure of composition C4H15N3 at a distorted geometry. Source: OMol25; level of theory: ωB97M-V/def2-TZVPD.

The calculation puts the total energy at -8856.53704 eV. The LUMO energy is 0.88 eV. Its HOMO energy is -7.273 eV. As for the relative energy (zero: lowest compared OMol25 entry of this formula, charge and spin): 4.871 eV. The value obtained for the frontier orbital gap is 8.15 eV.

Each line ends with the Mulliken charge.
Cartesian coordinates (Å):
C: 0.545 1.351 -0.269  -0.069
C: -0.890 -0.014 0.412  -0.669
C: 1.870 1.082 0.354  -0.860
C: -2.032 0.164 -0.596  -1.006
N: 0.084 2.641 -0.093  -0.462
H: 0.475 0.986 -1.290  0.328
H: 0.184 3.023 0.840  0.238
H: -0.799 2.883 -0.520  0.261
H: -1.037 0.651 1.270  0.322
H: -1.221 -0.947 0.896  0.456
H: 2.700 1.457 -0.258  0.322
H: 1.939 1.466 1.376  0.315
H: 2.067 0.007 0.368  0.158
H: -1.942 -0.577 -1.395  0.247
H: -3.011 0.025 -0.125  0.345
H: -2.065 1.152 -1.065  0.303
N: 0.998 -2.107 0.288  -0.342
N: 0.373 -3.250 -0.296  -0.677
H: -0.278 -3.713 0.346  0.202
H: -0.181 -2.964 -1.100  0.222
H: 1.974 -2.287 0.522  0.112
H: 0.245 -1.029 0.334  0.254


Record 6
A cluster of 2 separate species, C4H15N3O in total at a distorted geometry. Source: OMol25; level of theory: ωB97M-V/def2-TZVPD.

The calculation puts the total energy at -10906.35824 eV. The LUMO energy is 0.90 eV. Its HOMO energy is -8.554 eV. As for the relative energy (zero: lowest compared OMol25 entry of this formula, charge and spin): 3.181 eV. The value obtained for the frontier orbital gap is 9.45 eV. The SMILES is CNCCNCN.O.

Each line ends with the Mulliken charge.
Cartesian coordinates (Å):
C: -0.804 -0.691 -0.897  -0.643
N: -1.095 -1.441 0.281  -0.247
C: -0.993 -0.792 1.602  -0.600
N: 0.116 -1.367 2.384  -0.412
C: 0.738 -0.561 -1.116  -0.475
N: 1.101 0.680 -0.436  -0.211
C: 2.562 1.065 -0.544  -0.997
H: -1.273 0.365 -0.870  0.292
H: -1.231 -1.107 -1.874  0.196
H: -0.590 -2.283 0.182  0.268
H: -0.857 0.335 1.665  0.424
H: -1.996 -1.219 2.128  0.266
H: 0.386 -0.878 3.128  0.138
H: 0.025 -2.274 2.555  0.161
H: 1.205 -1.523 -0.692  0.255
H: 1.071 -0.385 -2.211  0.437
H: 0.895 0.442 0.598  0.171
H: 3.184 0.411 -0.047  0.349
H: 2.717 1.277 -1.573  0.353
H: 2.591 1.986 0.134  0.295
H: -1.025 2.046 -1.583  0.314
H: -1.327 2.985 -0.639  0.314
O: -1.705 2.574 -1.347  -0.644